This record from the Open Molecules 2025 dataset describes a structure of composition C52H55AsN6OPPbSSe at a distorted geometry. The level of theory is ωB97M-V/def2-TZVPD.

Output
Relative energy (zero: lowest compared OMol25 entry of this formula, charge and spin) in kJ/mol: 57.2
HOMO-LUMO gap in eV: 5.951
Net charge: +1
HOMO in eV: -10.12
2S+1: 1

The geometry in XYZ format:
```
119
Properties=species:S:1:pos:R:3:forces:R:3
Pb 0.079 -1.266 0.471 0.092 -0.205 0.840
C -2.654 4.548 2.571 -0.029 0.003 0.074
C -2.226 3.426 3.262 -0.160 -0.005 0.064
C -1.148 2.689 2.801 0.126 -0.029 -0.092
C -0.484 3.075 1.645 0.069 -0.053 -0.218
C -0.920 4.204 0.954 -0.050 -0.092 0.120
C -1.996 4.938 1.415 0.004 0.072 -0.053
P 0.875 2.128 0.871 0.117 0.153 0.638
C 2.222 3.377 0.973 -0.144 0.012 -0.221
C 2.098 4.629 1.566 -0.031 -0.009 -0.005
C 3.196 5.466 1.669 0.125 0.093 0.016
C 4.429 5.061 1.188 0.073 -0.003 -0.005
C 4.560 3.815 0.593 0.074 -0.043 -0.017
C 3.462 2.983 0.478 -0.125 0.032 -0.019
C 1.420 1.105 2.299 -0.206 0.319 -0.331
C 1.971 1.694 3.440 0.022 -0.198 -0.165
C 2.438 0.906 4.472 0.080 0.179 0.144
C 2.380 -0.475 4.378 -0.033 -0.033 -0.158
C 1.829 -1.069 3.248 -0.010 -0.371 0.222
C 1.339 -0.267 2.243 -0.713 -0.208 -0.975
H -3.494 5.121 2.933 -0.076 0.033 0.031
H -2.732 3.117 4.165 -0.067 0.018 0.083
H -0.819 1.817 3.351 0.029 -0.009 0.065
H -0.407 4.498 0.046 -0.008 0.091 -0.092
H -2.328 5.806 0.866 -0.036 0.112 -0.033
H 1.149 4.966 1.957 -0.009 -0.022 0.049
H 3.089 6.434 2.139 -0.009 0.045 0.005
H 5.291 5.706 1.274 0.044 0.078 0.021
H 5.522 3.489 0.225 0.086 -0.002 -0.064
H 3.546 2.011 0.017 0.086 -0.127 -0.113
H 2.036 2.773 3.492 0.036 0.017 0.065
H 2.869 1.379 5.343 0.014 -0.022 0.110
H 2.759 -1.099 5.174 0.056 -0.033 0.025
H 1.817 -2.140 3.165 -0.045 -0.113 0.043
C 5.337 -0.506 0.400 -0.232 0.033 0.085
C 4.211 -0.392 -0.603 0.693 -0.087 0.240
O 3.036 -0.497 -0.286 -0.267 -0.037 0.168
N 4.590 -0.260 -1.888 0.121 -0.009 -0.235
C 3.598 -0.292 -2.949 -0.233 0.011 0.104
C 2.906 1.039 -3.098 0.282 0.014 -0.302
C 3.479 2.046 -3.869 -0.151 -0.002 0.066
C 2.810 3.251 -3.993 0.006 -0.075 0.098
C 1.609 3.408 -3.318 0.017 -0.008 0.025
C 1.146 2.357 -2.541 -0.169 0.328 -0.195
N 1.763 1.193 -2.445 -0.079 -0.347 0.107
H 4.940 -0.355 1.401 -0.006 0.063 -0.007
H 6.143 0.197 0.208 0.067 0.072 -0.042
H 5.742 -1.516 0.343 0.040 -0.052 0.001
H 5.554 -0.085 -2.118 -0.018 -0.062 0.109
H 2.844 -1.029 -2.662 0.177 0.139 -0.228
H 4.083 -0.599 -3.875 -0.001 0.033 0.038
H 4.421 1.874 -4.370 0.057 0.001 -0.077
H 3.216 4.047 -4.600 0.002 0.065 -0.047
H 1.040 4.320 -3.400 -0.040 0.138 0.055
H 0.225 2.440 -1.973 -0.065 0.122 -0.037
Se 0.875 -2.517 -1.828 0.505 0.015 0.953
C -0.731 -2.189 -2.533 -0.981 0.181 -0.531
N -1.785 -1.955 -2.938 -0.018 -0.255 -0.234
C -2.833 2.093 -0.459 0.120 0.021 0.005
As -2.054 0.477 -1.250 -0.704 0.207 0.058
C -3.685 -0.576 -0.984 0.032 -0.182 0.005
C -2.225 0.980 -3.195 0.244 -0.286 0.071
C -2.950 2.247 -3.495 -0.118 0.248 0.018
C -4.343 2.300 -3.481 0.055 -0.136 -0.023
C -5.020 3.461 -3.812 -0.063 0.013 0.001
C -4.317 4.598 -4.177 0.022 0.060 0.073
C -2.933 4.563 -4.193 0.004 0.132 -0.012
C -2.258 3.403 -3.851 0.024 -0.149 0.050
H -3.852 2.197 -0.829 0.034 -0.064 -0.070
H -2.272 2.978 -0.738 0.001 -0.009 -0.041
H -2.862 2.020 0.626 0.093 -0.066 0.073
H -4.437 -0.286 -1.712 -0.013 0.121 -0.098
H -4.079 -0.389 0.015 0.077 0.054 0.052
H -3.498 -1.637 -1.097 0.053 -0.054 -0.001
H -2.741 0.131 -3.643 0.121 0.001 0.110
H -1.216 1.011 -3.611 -0.028 -0.088 0.071
H -4.907 1.409 -3.236 -0.032 -0.054 0.029
H -6.101 3.476 -3.799 -0.064 -0.022 -0.010
H -4.842 5.503 -4.447 -0.030 0.029 -0.021
H -2.379 5.444 -4.485 0.051 0.026 -0.013
H -1.178 3.379 -3.896 0.081 -0.011 -0.005
C -3.573 -6.235 0.312 -0.016 -0.043 -0.149
N -2.940 -5.123 -0.355 0.106 -0.161 0.044
C -3.778 -4.468 -1.323 0.081 0.002 0.079
C -2.047 -4.281 0.384 0.048 0.036 0.020
C -2.610 -3.194 1.297 0.181 -0.341 -0.464
C -3.763 -3.419 2.044 0.147 0.116 -0.104
C -4.241 -2.462 2.921 -0.062 0.003 0.091
C -3.564 -1.268 3.082 0.088 0.077 0.047
C -2.413 -1.034 2.345 0.157 0.097 0.009
C -1.936 -1.991 1.460 0.616 0.518 -0.475
H -3.664 -7.063 -0.397 -0.067 -0.046 0.093
H -4.584 -6.003 0.674 -0.002 -0.060 0.101
H -2.960 -6.569 1.148 -0.018 -0.044 0.042
H -4.186 -5.217 -1.998 -0.096 0.003 -0.085
H -3.175 -3.774 -1.904 -0.063 0.088 -0.112
H -4.611 -3.924 -0.858 -0.138 0.087 -0.053
H -1.396 -3.792 -0.349 0.098 0.003 0.101
H -1.416 -4.935 0.996 0.032 0.052 -0.104
H -4.284 -4.355 1.946 -0.086 -0.138 -0.066
H -5.138 -2.660 3.486 -0.128 0.000 0.098
H -3.910 -0.528 3.787 -0.090 0.108 0.031
H -1.886 -0.099 2.474 0.051 0.192 0.056
N -0.281 -3.823 3.255 0.098 -0.168 0.054
C 0.619 -4.254 2.356 0.203 -0.558 0.301
N 1.179 -3.507 1.453 -0.381 0.638 0.047
C 2.215 -4.176 0.829 0.544 -0.810 -0.110
C 3.130 -3.632 -0.062 -0.126 -0.026 0.209
C 4.119 -4.435 -0.593 0.050 -0.070 -0.065
C 4.206 -5.783 -0.261 -0.006 -0.102 -0.035
C 3.332 -6.338 0.655 -0.111 0.024 0.034
C 2.363 -5.522 1.207 -0.214 0.258 0.037
S 1.204 -5.914 2.456 -0.036 0.389 -0.176
H -0.727 -2.934 3.086 -0.144 -0.028 0.102
H -0.783 -4.513 3.786 -0.125 0.106 0.081
H 3.067 -2.582 -0.284 0.095 0.147 -0.061
H 4.842 -4.014 -1.276 0.022 0.057 -0.096
H 4.954 -6.410 -0.717 0.159 -0.022 -0.033
H 3.396 -7.376 0.936 0.084 -0.138 0.021
```
Forces are in eV/Å.

Löwdin atomic charge list, values in e, 99 entries:
1. Pb 1.189
2. C -0.071
3. C -0.073
4. C -0.101
5. C -0.403
6. C -0.163
7. C -0.073
8. P 1.090
9. C -0.360
10. C -0.092
11. C -0.068
12. C -0.076
13. C -0.072
14. C -0.092
15. C -0.427
16. C -0.069
17. C -0.058
18. C -0.056
19. C -0.111
20. C -0.255
21. H 0.107
22. H 0.107
23. H 0.095
24. H 0.112
25. H 0.112
26. H 0.097
27. H 0.109
28. H 0.106
29. H 0.103
30. H 0.078
31. H 0.113
32. H 0.112
33. H 0.112
34. H 0.075
35. C 0.026
36. C -0.560
37. O -0.078
38. N 0.093
39. C -0.122
40. C -0.267
41. C -0.015
42. C -0.049
43. C -0.056
44. C -0.189
45. N 0.131
46. H 0.087
47. H 0.083
48. H 0.087
49. H 0.147
50. H 0.031
51. H 0.132
52. H 0.114
53. H 0.112
54. H 0.102
55. H 0.060
56. Se 0.816
57. C -0.820
58. N 0.082
59. C -0.281
60. As 1.136
61. C -0.284
62. C -0.303
63. C -0.313
64. C -0.061
65. C -0.074
66. C -0.085
67. C -0.077
68. C -0.048
69. H 0.038
70. H 0.014
71. H 0.020
72. H 0.029
73. H 0.030
74. H -0.016
75. H 0.057
76. H 0.062
77. H 0.106
78. H 0.106
79. H 0.104
80. H 0.104
81. H 0.085
82. C -0.098
83. N -0.268
84. C -0.084
85. C -0.172
86. C -0.240
87. C -0.017
88. C -0.056
89. C -0.071
90. C -0.157
91. C -0.281
92. H 0.088
93. H 0.076
94. H 0.087
95. H 0.091
96. H 0.053
97. H 0.087
98. H 0.070
99. H 0.107

This record from the Open Molecules 2025 dataset describes the molecule C4H6O2. The level of theory is ωB97M-V/def2-TZVPD.

Output
Relative energy (zero: lowest compared OMol25 entry of this formula, charge and spin) in kJ/mol: 318.3
HOMO-LUMO gap in eV: 11.185
HOMO in eV: -10.15
2S+1: 1

The geometry in XYZ format:
```
12
Properties=species:S:1:pos:R:3:forces:R:3
C 1.486 0.162 -0.760 -0.040 0.012 -0.047
C 0.113 0.155 -0.184 0.621 -0.255 -0.184
O -0.603 1.360 0.172 -0.118 0.069 0.032
C -0.507 -0.585 1.014 0.019 -0.105 0.141
C -1.527 0.228 0.215 -0.570 0.116 0.319
O -1.022 -0.295 -1.022 0.186 0.035 -0.060
H 1.694 -0.850 -1.117 0.044 0.135 0.008
H 2.235 0.432 -0.009 -0.211 -0.009 -0.065
H 1.538 0.860 -1.598 -0.017 -0.077 0.086
H -0.540 -1.671 0.922 -0.152 0.146 0.058
H -0.278 -0.211 2.013 0.114 -0.044 -0.170
H -2.590 0.416 0.356 0.122 -0.024 -0.118
```
Forces are in eV/Å.

Charges computed using Löwdin, reported in e:
1. C 0.028
2. C -0.493
3. O 0.020
4. C 0.021
5. C -0.266
6. O 0.015
7. H 0.096
8. H 0.094
9. H 0.095
10. H 0.118
11. H 0.117
12. H 0.156

This record from the Open Molecules 2025 dataset describes a cluster of 2 separate species, C4H12NO in total at a distorted geometry. The level of theory is ωB97M-V/def2-TZVPD.

Output
Relative energy (zero: lowest compared OMol25 entry of this formula, charge and spin) in kJ/mol: 128.8
HOMO-LUMO gap (alpha / beta) in eV: 10.511 / 8.305
HOMO (alpha / beta) in eV: -9.65 / -9.67
2S+1: 2

The geometry in XYZ format:
```
18
Properties=species:S:1:pos:R:3:forces:R:3
O -0.785 0.496 -1.516 0.813 0.444 2.929
C -0.534 1.912 -1.345 -1.678 -1.429 -0.296
C -0.534 2.168 0.169 -0.363 -0.669 -0.144
N 0.040 0.947 0.773 -0.728 2.004 1.277
C 1.215 -1.956 0.045 -0.362 1.284 -1.366
C -0.046 -2.311 0.789 -1.293 1.973 0.261
H -0.464 0.233 -0.513 -0.841 -0.408 -3.208
H -1.333 2.457 -1.886 0.543 -0.017 0.407
H 0.419 2.118 -1.766 0.938 0.546 -0.404
H -1.577 2.397 0.519 0.709 -0.588 -0.023
H 0.037 3.043 0.404 0.537 0.609 0.407
H 1.237 -2.321 -1.020 -0.287 0.497 0.968
H 0.178 1.117 1.794 -0.084 -0.235 -0.888
H 1.371 -0.833 0.067 -0.083 -1.455 -0.272
H 2.040 -2.405 0.509 1.361 -0.579 0.749
H -0.108 -1.809 1.790 0.355 -0.550 -0.628
H -0.213 -3.349 0.916 0.010 -1.116 0.145
H -0.942 -1.906 0.271 0.452 -0.312 0.085
```
Forces are in eV/Å.

Charges computed using Löwdin, reported in e:
1. O -0.163
2. C -0.261
3. C -0.236
4. N 0.101
5. C -0.186
6. C -0.190
7. H 0.042
8. H 0.118
9. H 0.092
10. H 0.138
11. H 0.100
12. H 0.087
13. H 0.096
14. H 0.053
15. H 0.032
16. H 0.070
17. H 0.043
18. H 0.065

This record from the Open Molecules 2025 dataset describes the molecule C12H20N2OS at a distorted geometry. The level of theory is ωB97M-V/def2-TZVPD.

Output
Relative energy (zero: lowest compared OMol25 entry of this formula, charge and spin) in kJ/mol: 0.0
HOMO-LUMO gap in eV: 9.001
HOMO in eV: -8.34
SMILES: CCNCCc1c(CSC)cnc(C)c1O
2S+1: 1

The geometry in XYZ format:
```
36
Properties=species:S:1:pos:R:3:forces:R:3
C 3.071 2.409 0.135 1.392 -0.085 -0.096
C 3.030 1.322 1.210 0.018 0.371 -0.423
N 1.756 1.402 1.946 1.001 0.079 1.062
C 0.524 1.229 1.182 0.075 1.268 -0.760
C -0.508 0.408 1.901 0.137 -0.687 0.911
C -0.291 -1.032 1.498 -1.133 -0.984 -0.232
C -1.177 -1.696 0.596 0.818 -0.022 0.412
C -2.351 -1.033 -0.077 0.782 0.172 0.328
S -1.790 0.262 -1.238 -0.343 0.053 -0.110
C -3.398 0.992 -1.713 -0.267 -0.222 0.577
C -0.961 -3.047 0.317 0.200 1.008 -0.013
N 0.089 -3.712 0.795 -0.309 0.032 -0.125
C 0.969 -3.091 1.588 0.113 -0.999 0.037
C 2.143 -3.962 2.033 -0.602 0.234 -0.033
C 0.807 -1.757 1.997 -0.557 0.306 -0.521
O 1.709 -1.172 2.832 -0.067 -1.295 -0.106
H 3.098 3.406 0.600 -0.025 -0.231 -0.252
H 2.237 2.344 -0.556 -0.213 -0.018 0.082
H 3.987 2.266 -0.476 -0.394 0.338 0.292
H 3.131 0.351 0.723 -0.374 -0.179 0.055
H 3.928 1.354 1.886 -1.072 0.307 -0.308
H 1.731 2.316 2.429 -0.014 -0.935 -0.267
H 0.716 0.738 0.220 0.211 0.357 0.126
H 0.116 2.220 0.986 -0.148 0.057 -0.385
H -0.365 0.531 2.983 0.222 -0.206 -0.051
H -1.520 0.779 1.767 -0.080 -0.212 -0.610
H -2.890 -1.798 -0.614 -0.370 -0.072 -0.187
H -2.961 -0.622 0.712 -0.585 0.450 0.034
H -4.067 0.182 -2.057 0.206 0.462 0.218
H -3.832 1.521 -0.831 0.177 -0.403 -0.771
H -3.265 1.700 -2.541 0.160 -0.213 0.314
H -1.689 -3.507 -0.374 0.702 -0.308 0.448
H 2.121 -4.132 3.113 0.060 0.125 -0.038
H 3.075 -3.473 1.783 0.334 0.107 0.056
H 2.099 -4.940 1.534 -0.127 0.451 0.075
H 1.744 -0.224 2.624 0.074 0.894 0.263
```
Forces are in eV/Å.

Charges computed using Löwdin, reported in e:
1. C -0.102
2. C -0.266
3. N -0.106
4. C -0.250
5. C -0.137
6. C -0.103
7. C -0.237
8. C -0.441
9. S 0.820
10. C -0.409
11. C -0.111
12. N 0.096
13. C -0.248
14. C -0.026
15. C -0.213
16. O 0.052
17. H 0.076
18. H 0.061
19. H 0.080
20. H 0.110
21. H 0.129
22. H 0.137
23. H 0.106
24. H 0.118
25. H 0.131
26. H 0.105
27. H 0.068
28. H 0.081
29. H 0.036
30. H 0.042
31. H 0.029
32. H 0.116
33. H 0.078
34. H 0.068
35. H 0.076
36. H 0.034